This record from the Open Molecules 2025 dataset describes C13H11N5 in the gas phase. The level of theory is ωB97M-V/def2-TZVPD.

**Molar mass**: 237.266 g mol⁻¹
**Energy above the lowest of the compared OMol25 structures with the same formula, charge and spin**: 251.82 kJ/mol
**HOMO-LUMO gap**: 0.2743 hartree
**SMILES string**: Cc1cc2nnc(-c3ccncc3)nc2c(C)n1
**Calculated total energy**: -21107.691 eV

```
29
Properties=species:S:1:pos:R:3:nbo_charge:R:1
N 1.5214 0.6323 -1.1018 -0.21
N 5.0095 0.2532 2.4018 -0.41
N -3.2094 -0.5357 -0.7011 -0.41
N 0.2021 -0.1448 0.7249 -0.38
N 0.4437 0.6428 -1.9027 -0.12
C 1.3823 0.1584 0.1614 0.34
C 4.9149 0.6673 1.1418 0.04
C 3.8777 -0.1405 3.0165 0.03
C -2.9827 -0.1365 -1.9259 0.22
C 3.7700 0.7448 0.3468 -0.22
C 2.6570 -0.1167 2.3301 -0.23
C 2.6322 0.2225 0.9535 -0.07
C -2.1616 -0.5077 0.2029 0.26
C -1.7300 0.3136 -2.3212 -0.22
C -0.8206 -0.2082 -0.1592 0.10
C -0.6858 0.1842 -1.5129 0.06
C -4.1307 -0.2026 -2.8524 -0.65
C -2.6190 -0.6671 1.5708 -0.67
H 5.7998 0.8700 0.5495 0.19
H 3.8185 -0.5329 4.0286 0.20
H 3.7772 1.1527 -0.7048 0.26
H 1.7342 -0.4471 2.7252 0.23
H -1.6327 0.6488 -3.4123 0.23
H -4.8514 -1.0091 -2.5014 0.24
H -3.7928 -0.4959 -3.8369 0.22
H -4.5595 0.7733 -2.9954 0.23
H -2.0860 0.0144 2.3318 0.24
H -3.6981 -0.3768 1.6398 0.24
H -2.5801 -1.7567 1.8025 0.24
```